[1]
C23H23N3O4 | ωB97M-V/def2-TZVPD

Properties
LUMO ... -2.2 eV
Energy ... -36879.4786 eV
HOMO level ... -6.6423 eV
Energy above the lowest of the compared OMol25 structures with the same formula, charge and spin ... 182.71 kcal per mole
Total charge ... 0
Orbital gap ... 4.445 eV

Geometry as XYZ:
```
53
C23H23N3O4 ωB97M-V/def2-TZVPD
C -4.0615 2.6078 -3.4204
C -2.8587 3.5199 -3.3441
O -1.7267 2.6513 -3.0962
C -0.5320 3.3079 -3.0600
C 0.4885 2.2865 -2.7859
N 1.8158 2.5439 -2.9780
O 2.6527 1.5807 -2.9010
O 2.2196 3.7068 -3.2163
O -0.4392 4.5120 -3.2097
H -4.9880 3.1849 -3.4655
H -4.0039 1.9945 -4.3291
H -4.1179 1.9419 -2.5496
H -2.7003 4.0632 -4.2862
H -2.9490 4.2431 -2.5218
H 0.1727 1.2608 -2.6209
C -3.5237 1.8584 2.6234
N -2.3655 1.0592 2.2753
C -1.4452 1.3405 1.3061
C -0.4941 0.2943 1.2334
C 0.5898 0.2505 0.3336
C 1.7377 -0.5548 0.4771
C 2.2881 -1.1354 1.6474
N 3.2742 -2.0209 1.3096
C 3.9705 -2.9072 2.2234
C 3.4309 -2.0509 -0.0817
C 2.5150 -1.1173 -0.6288
C 2.2964 -1.1152 -1.9969
C 2.9227 -2.0967 -2.7857
C 3.7730 -3.0564 -2.2194
C 4.0620 -3.0306 -0.8454
C -0.9251 -0.7049 2.2228
C -2.0687 -0.1651 2.8780
C -2.8132 -0.8581 3.8288
C -2.3892 -2.1565 4.1500
C -1.2668 -2.7130 3.5219
C -0.5678 -2.0173 2.5157
H -4.1167 1.3155 3.3655
H -3.2152 2.8219 3.0480
H -4.1419 2.0391 1.7347
H -1.4531 2.2449 0.7031
H 0.5468 0.8996 -0.5408
H 1.9960 -0.9579 2.6756
H 4.5898 -3.6039 1.6498
H 4.6253 -2.3395 2.8978
H 3.2457 -3.4824 2.8160
H 1.6699 -0.3482 -2.4365
H 2.7197 -2.1212 -3.8550
H 4.2055 -3.8400 -2.8434
H 4.7051 -3.7839 -0.3852
H -3.6902 -0.4132 4.3027
H -2.9485 -2.7270 4.8874
H -0.9438 -3.7096 3.8178
H 0.2324 -2.5020 1.9587
```

From a natural (NBO) analysis of the wavefunction, the atomic charges in e read:
1. C -0.62
2. C -0.07
3. O -0.55
4. C 0.73
5. C -0.42
6. N 0.47
7. O -0.58
8. O -0.46
9. O -0.62
10. H 0.21
11. H 0.21
12. H 0.20
13. H 0.19
14. H 0.17
15. H 0.18
16. C -0.41
17. N -0.33
18. C 0.14
19. C -0.22
20. C 0.12
21. C -0.13
22. C 0.10
23. N -0.30
24. C -0.41
25. C 0.13
26. C -0.10
27. C -0.08
28. C -0.22
29. C -0.19
30. C -0.25
31. C -0.09
32. C 0.21
33. C -0.26
34. C -0.20
35. C -0.22
36. C -0.19
37. H 0.22
38. H 0.22
39. H 0.23
40. H 0.25
41. H 0.25
42. H 0.23
43. H 0.23
44. H 0.22
45. H 0.22
46. H 0.25
47. H 0.23
48. H 0.22
49. H 0.21
50. H 0.22
51. H 0.22
52. H 0.22
53. H 0.22

[2]
C22H42Hg2O16S5 | ωB97M-V/def2-TZVPD

Properties
LUMO ... -9.8 eV
Energy ... -118759.6049 eV
HOMO level ... -14.1658 eV
Total charge ... +2
Orbital gap ... 4.390 eV

Geometry as XYZ:
```
87
C22H42Hg2O16S5 ωB97M-V/def2-TZVPD
Hg 13.7177 -6.9091 -25.6834
Hg 12.6799 -9.0767 -22.6278
O 12.5455 -4.6315 -21.8039
C 12.7055 -5.7964 -22.4043
O 13.2345 -5.8340 -23.5368
O 12.2608 -6.8753 -21.9445
H 12.6454 -3.8602 -22.3867
O 9.4519 -7.4193 -25.4444
C 10.7692 -7.5913 -25.3484
O 11.5863 -7.3260 -26.2847
O 11.2752 -8.1482 -24.3394
H 9.2691 -7.1979 -26.3673
C 10.4402 -4.3003 -28.2446
C 9.7078 -3.9768 -26.9692
C 10.6249 -3.6996 -25.7520
S 12.3032 -3.5019 -26.4291
O 13.0478 -4.7069 -26.0868
O 12.8081 -2.1593 -26.1268
C 11.7849 -3.4938 -28.2232
H 9.7882 -4.0372 -29.0757
H 10.5724 -5.3830 -28.2381
H 9.1177 -4.8173 -26.5972
H 8.9047 -3.2483 -27.0829
H 10.7600 -4.5376 -25.0664
H 10.3347 -2.8680 -25.1117
H 12.5340 -3.7721 -28.9599
H 11.3741 -2.4920 -28.3516
C 13.1083 -1.7834 -19.1392
C 11.9027 -1.0922 -19.6806
C 12.3405 -0.0742 -20.6906
S 13.5054 -1.1418 -21.7716
O 14.5264 -0.2531 -22.3166
O 12.7848 -2.0901 -22.5847
C 14.1647 -2.0227 -20.2999
H 12.7670 -2.7502 -18.7632
H 13.6210 -1.3397 -18.2871
H 11.3262 -0.7442 -18.8213
H 11.1529 -1.7140 -20.1718
H 13.0092 0.6412 -20.2133
H 11.6059 0.3076 -21.3965
H 15.1255 -1.5069 -20.3044
H 14.3772 -2.9973 -20.7382
C 16.9175 -2.5340 -23.3118
C 18.0537 -2.8326 -24.3385
C 17.7034 -4.0003 -25.2227
S 16.7067 -5.1102 -24.1442
O 17.5474 -5.7891 -23.1967
O 15.6714 -5.7952 -24.9545
C 15.8838 -3.6888 -23.3889
H 16.4983 -1.6088 -23.7029
H 17.3609 -2.3032 -22.3455
H 18.9387 -2.9985 -23.7220
H 18.3277 -1.9190 -24.8642
H 18.4264 -4.6246 -25.7468
H 17.0199 -3.6735 -26.0089
H 15.3707 -4.0109 -22.4826
H 15.0466 -3.3931 -24.0230
C 9.5392 -3.9253 -20.4111
C 9.5453 -5.0939 -19.4630
C 8.1596 -5.6407 -19.3483
S 7.4479 -5.4008 -21.0450
O 6.2757 -4.6172 -20.8891
O 7.3595 -6.6447 -21.7689
C 8.7885 -4.3618 -21.6767
H 10.5272 -3.6272 -20.7665
H 9.2060 -2.9844 -19.9701
H 9.9270 -4.9680 -18.4481
H 10.2105 -5.8701 -19.8546
H 7.7249 -5.0417 -18.5487
H 8.2692 -6.6716 -19.0149
H 8.2961 -3.4734 -22.0683
H 9.4889 -4.9440 -22.2725
C 13.5148 -5.8359 -18.6560
C 15.0054 -5.6117 -18.9751
C 15.3784 -6.3908 -20.1280
S 14.7212 -8.0605 -19.6374
O 15.5925 -8.7029 -18.6690
O 14.2531 -8.8245 -20.8337
C 13.3005 -7.3489 -18.7587
H 12.9091 -5.2171 -19.3183
H 13.1475 -5.5950 -17.6583
H 15.6649 -5.8243 -18.1324
H 15.2163 -4.5800 -19.2654
H 16.4344 -6.4056 -20.3929
H 14.7525 -6.1599 -20.9919
H 13.2740 -7.8736 -17.8046
H 12.3733 -7.5427 -19.2978
```

From a Löwdin analysis of the wavefunction, the atomic charges in e read:
1. Hg 1.35
2. Hg 1.46
3. O 0.11
4. C -0.78
5. O -0.09
6. O -0.09
7. H 0.07
8. O 0.19
9. C -0.72
10. O -0.09
11. O -0.12
12. H 0.14
13. C -0.20
14. C -0.22
15. C -0.18
16. S 0.75
17. O -0.44
18. O -0.31
19. C -0.15
20. H 0.13
21. H 0.10
22. H 0.10
23. H 0.13
24. H 0.08
25. H 0.11
26. H 0.11
27. H 0.11
28. C -0.17
29. C -0.26
30. C -0.15
31. S 0.73
32. O -0.32
33. O -0.34
34. C -0.18
35. H 0.10
36. H 0.13
37. H 0.14
38. H 0.09
39. H 0.12
40. H 0.11
41. H 0.10
42. H 0.05
43. C -0.17
44. C -0.20
45. C -0.19
46. S 0.75
47. O -0.27
48. O -0.45
49. C -0.21
50. H 0.11
51. H 0.12
52. H 0.12
53. H 0.13
54. H 0.12
55. H 0.11
56. H 0.07
57. H 0.10
58. C -0.24
59. C -0.27
60. C -0.20
61. S 0.67
62. O -0.29
63. O -0.32
64. C -0.20
65. H 0.07
66. H 0.12
67. H 0.12
68. H 0.10
69. H 0.12
70. H 0.11
71. H 0.11
72. H 0.09
73. C -0.18
74. C -0.24
75. C -0.20
76. S 0.79
77. O -0.26
78. O -0.46
79. C -0.20
80. H 0.09
81. H 0.13
82. H 0.14
83. H 0.11
84. H 0.13
85. H 0.08
86. H 0.12
87. H 0.09

[3]
C54H43AsN6O3PPbS5 | ωB97M-V/def2-TZVPD

Properties
LUMO ... 1.9 eV
Energy ... -201334.1411 eV
HOMO level ... -4.6325 eV
Energy above the lowest of the compared OMol25 structures with the same formula, charge and spin ... 27.26 kcal per mole
Total charge ... -1
Orbital gap ... 6.485 eV

Geometry as XYZ:
```
114
C54H43AsN6O3PPbS5 ωB97M-V/def2-TZVPD
Pb -1.3512 1.4830 0.3795
C -2.7056 7.2078 1.4479
S -1.2738 6.8965 0.3891
C -1.4778 5.1840 -0.0786
S -2.4296 4.1000 0.8648
N -0.9300 4.9331 -1.2236
N -1.2539 3.6701 -1.6479
C -1.5655 3.6036 -2.8749
C -2.2640 2.4323 -3.4342
C -2.5585 2.3900 -4.7956
C -3.4012 1.3970 -5.2699
C -3.9168 0.4736 -4.3772
C -3.5298 0.5632 -3.0431
N -2.7232 1.5085 -2.5827
H -2.5034 8.1477 1.9624
H -2.8173 6.3974 2.1637
H -3.6069 7.3008 0.8446
H -1.4751 4.4854 -3.5134
H -2.1532 3.1454 -5.4592
H -3.6652 1.3620 -6.3201
H -4.6069 -0.2970 -4.6948
H -3.9022 -0.1398 -2.3028
O -4.4516 -0.1260 -0.4629
S -3.7175 -1.2756 0.0371
O -4.2502 -1.8905 1.2334
O -2.2709 -1.0248 0.0778
C -3.9100 -2.5318 -1.2390
C -5.2342 -2.9447 -1.3708
C -5.5932 -3.8856 -2.3148
C -4.6133 -4.4014 -3.1480
C -3.2960 -3.9907 -3.0200
C -2.8935 -3.0615 -2.0522
P -1.0696 -2.6496 -1.7918
C -0.6527 -3.9870 -0.5735
C -1.4716 -4.2310 0.5328
C -1.0980 -5.1445 1.5079
C 0.0857 -5.8598 1.3907
C 0.9049 -5.6345 0.2952
C 0.5524 -4.6893 -0.6592
C -0.3654 -3.3347 -3.3855
C -0.0144 -4.6398 -3.7357
C 0.4882 -4.9316 -4.9964
C 0.6270 -3.9309 -5.9497
C 0.2807 -2.6276 -5.6240
C -0.1854 -2.3369 -4.3488
H -5.9677 -2.5018 -0.7075
H -6.6234 -4.2081 -2.4082
H -4.8693 -5.1386 -3.9009
H -2.5719 -4.4180 -3.6919
H -2.4022 -3.6931 0.6626
H -1.7461 -5.2945 2.3637
H 0.3832 -6.5609 2.1607
H 1.8297 -6.1904 0.1869
H 1.2327 -4.4866 -1.4750
H -0.1774 -5.4460 -3.0321
H 0.7610 -5.9513 -5.2439
H 0.9958 -4.1670 -6.9399
H 0.3689 -1.8390 -6.3627
H -0.4332 -1.3148 -4.0846
N 2.3956 -2.1023 0.4518
C 2.0210 -2.4688 1.7233
C 2.5383 -3.4009 2.6175
C 1.8712 -3.5388 3.8192
C 0.7128 -2.7950 4.0986
C 0.2109 -1.8635 3.2110
C 0.9041 -1.6691 2.0155
N 0.6677 -0.7927 0.9590
C 1.5470 -1.1096 0.0516
C 1.6412 -0.5199 -1.2817
C 2.3739 -1.0172 -2.3161
S 2.2369 0.0055 -3.6739
C 1.1934 1.0364 -2.7682
N 0.9721 0.6471 -1.5578
H 3.1721 -2.4580 -0.0735
H 3.4112 -3.9981 2.3790
H 2.2389 -4.2466 4.5525
H 0.1975 -2.9635 5.0369
H -0.6954 -1.3046 3.4054
H 2.9765 -1.9117 -2.3641
H 0.7812 1.9420 -3.1964
S -1.7155 1.2556 3.0470
C -0.2707 1.5991 3.9797
C -0.3727 1.3379 5.3621
C 0.6606 1.5958 6.2356
C 1.8381 2.1778 5.7717
C 1.9540 2.4464 4.4233
C 0.9410 2.1261 3.5112
As 1.2681 2.5051 1.6177
C 1.8506 4.3500 2.0277
C 3.1096 4.8725 1.7460
C 3.4801 6.1211 2.2299
C 2.5956 6.8593 3.0019
C 1.3290 6.3563 3.2623
C 0.9568 5.1141 2.7728
C 3.0687 1.7391 1.4158
C 3.6236 0.8379 2.3209
C 4.8820 0.2921 2.0970
C 5.6002 0.6287 0.9575
C 5.0523 1.5183 0.0413
C 3.8006 2.0674 0.2726
H -1.3053 0.9243 5.7281
H 0.5516 1.3587 7.2883
H 2.6476 2.4214 6.4485
H 2.8560 2.9244 4.0599
H 3.8217 4.3015 1.1687
H 4.4707 6.5070 2.0179
H 2.8898 7.8257 3.3950
H 0.6267 6.9366 3.8476
H -0.0332 4.7230 2.9856
H 3.0719 0.5506 3.2059
H 5.2965 -0.4015 2.8201
H 6.5809 0.2014 0.7841
H 5.6077 1.7925 -0.8482
H 3.3774 2.7580 -0.4494
```

Löwdin population analysis, charges in e, atoms 1 to 99:
1. Pb 0.91
2. C -0.45
3. S 0.78
4. C -1.13
5. S 0.44
6. N -0.12
7. N -0.10
8. C -0.12
9. C -0.28
10. C -0.04
11. C -0.08
12. C -0.05
13. C -0.11
14. N 0.12
15. H 0.02
16. H -0.01
17. H 0.03
18. H 0.12
19. H 0.10
20. H 0.10
21. H 0.10
22. H 0.07
23. O -0.35
24. S 0.38
25. O -0.31
26. O -0.56
27. C -0.28
28. C -0.07
29. C -0.08
30. C -0.09
31. C -0.08
32. C -0.28
33. P 1.16
34. C -0.33
35. C -0.07
36. C -0.07
37. C -0.10
38. C -0.10
39. C -0.14
40. C -0.37
41. C -0.12
42. C -0.09
43. C -0.10
44. C -0.10
45. C -0.14
46. H 0.12
47. H 0.10
48. H 0.10
49. H 0.08
50. H 0.09
51. H 0.11
52. H 0.10
53. H 0.10
54. H 0.09
55. H 0.10
56. H 0.10
57. H 0.10
58. H 0.10
59. H 0.08
60. N 0.18
61. C -0.20
62. C -0.04
63. C -0.10
64. C -0.08
65. C 0.00
66. C -0.20
67. N 0.17
68. C -0.31
69. C -0.35
70. C -0.36
71. S 1.01
72. C -0.45
73. N 0.03
74. H 0.15
75. H 0.10
76. H 0.09
77. H 0.10
78. H 0.08
79. H 0.08
80. H 0.07
81. S 0.45
82. C -0.70
83. C -0.15
84. C -0.10
85. C -0.10
86. C -0.15
87. C -0.41
88. As 1.28
89. C -0.36
90. C -0.10
91. C -0.09
92. C -0.10
93. C -0.09
94. C -0.13
95. C -0.37
96. C -0.10
97. C -0.09
98. C -0.10
99. C -0.09